A | Entry from the OMol25 dataset: C3H6O4 in the gas phase (wB97M-V/def2-TZVPD).

ORCA input file:
```
! RIJCOSX wB97M-V def2-TZVPD def2/J DEFGRID3
* xyz 0 1
H -2.51428 0.49116 -0.00743
O 0.71293 0.51231 -1.89817
H 2.71194 -0.76551 1.16778
H -2.06693 0.92072 1.66260
H 0.58312 -0.11169 -2.63086
H 1.77126 0.98347 0.30372
O -0.50857 0.81465 0.35336
C -1.77796 0.33914 0.78694
O -0.44936 -1.26111 -0.97348
H -1.75048 -0.72585 1.02745
C 1.26656 0.01859 0.23898
O 1.88363 -1.02379 0.73002
C 0.13812 -0.19209 -0.76092
*
```

Values from the calculation:
LUMO level   -0.12 eV
HOMO energy   -0.3391 Ha

=====

B | Entry from the OMol25 dataset: C3H6O4 in the gas phase (wB97M-V/def2-TZVPD).

ORCA input file:
```
! RIJCOSX wB97M-V def2-TZVPD def2/J DEFGRID3
* xyz 0 1
O -1.99364 0.99474 1.14634
C 0.59169 -0.65488 -0.23530
C -0.84165 1.00734 0.82009
H 0.50061 -1.36047 -2.21396
O 0.13315 1.52600 1.58634
O 1.17246 -0.91908 -1.67722
H 0.32809 1.32434 -1.03736
H -1.12518 0.20450 -1.23175
O -0.15459 -1.70408 0.23603
H 1.46540 -0.38750 0.36477
C -0.24983 0.48939 -0.65455
H 0.42659 -2.42632 0.50234
H -0.25309 1.90602 2.39422
*
```

Values from the calculation:
LUMO level   0.56 eV
HOMO energy   -0.3621 Ha

=====

Going by the energies, B is most stable and the next is 2.979 eV up.

=====

A | Entry from the OMol25 dataset: C9H19NOS in the gas phase (wB97M-V/def2-TZVPD).

ORCA input file:
```
! RIJCOSX wB97M-V def2-TZVPD def2/J DEFGRID3
* xyz 0 1
H 3.61230 1.54337 -0.71772
C -3.61161 -2.58617 -0.66686
C -0.21940 -1.18977 0.70973
H 2.30342 3.81745 -1.93942
C -1.20252 -1.83352 -0.26042
H -2.18545 -3.04809 1.02440
H 2.14355 0.75177 -1.24511
H -4.44286 -1.88688 -0.67351
C 1.40240 3.28413 -1.55204
H -0.56644 0.87692 0.07645
H 2.25452 3.32621 0.48904
H 0.63658 4.06371 -1.60721
O 1.10717 -1.01299 0.21378
H 0.71318 2.54025 0.26234
C -2.47659 -2.28680 0.34826
H -2.87141 -1.55769 1.04388
N 2.73093 0.57084 0.88772
H 3.70299 0.42002 1.22567
H -0.75153 -2.69690 -0.67758
H -1.79894 0.16367 1.20845
H -4.25301 -3.54686 -0.72454
S 2.13539 -1.23605 2.64592
C 1.96190 -0.53283 1.14331
H 1.14857 2.49778 -2.27915
C 2.57763 1.39728 -0.41189
H -1.48256 -1.08715 -0.95699
H -0.10703 -1.75482 1.62842
H -3.22836 -2.39967 -1.68159
C 1.71010 2.66186 -0.20350
H -0.18483 0.54387 1.76372
C -0.75805 0.19704 0.92642
*
```

Values from the calculation:
LUMO level   0.78 eV
HOMO energy   -0.3020 Ha

=====

B | Entry from the OMol25 dataset: C9H19NOS in the gas phase (wB97M-V/def2-TZVPD).

ORCA input file:
```
! RIJCOSX wB97M-V def2-TZVPD def2/J DEFGRID3
* xyz 0 1
C 0.74920 -1.76073 -0.69464
C -1.49336 1.12991 1.91626
O 1.75195 0.37043 -1.90205
N -0.11673 0.60411 -0.08045
H -2.40653 2.83500 -0.19208
C 0.35316 -2.12122 0.72864
H 1.67355 2.20279 1.18291
H 0.80857 2.49782 2.56329
H 2.20846 -2.07254 -2.19863
H -2.35210 1.31897 -1.00425
H -2.27802 1.69472 1.57678
C -0.46515 -1.63503 -1.61187
H -0.63419 -1.71155 0.82451
C 1.90257 -2.53146 -1.35328
C 1.04532 1.77012 1.89156
H -1.05079 -0.83043 -1.22528
H -0.12965 -1.36526 -2.53347
H 0.12355 -3.22218 0.81261
C -0.25076 1.47882 1.07366
H 1.50893 -3.60027 -1.84395
H -1.19979 1.55054 2.90301
H -1.61260 -0.05233 1.95437
H 0.98410 -1.70772 1.48408
H 0.35436 2.67143 -0.68860
H -0.91148 -2.56675 -1.48275
S 1.47843 0.00010 -0.50165
H -1.72651 2.61194 -2.05103
H 2.68291 -2.75233 -0.58329
C -0.46466 2.01159 -0.31498
H 1.26336 0.88291 2.32390
C -1.79608 2.29857 -0.97333
*
```

Values from the calculation:
LUMO level   0.78 eV
HOMO energy   -0.3115 Ha

=====

Going by the energies, A is most stable and the next is 2.120 eV up.

=====

A | Entry from the OMol25 dataset: 2 unconnected molecules or ions with the total composition C3H7N2O2 (wB97M-V/def2-TZVPD).

ORCA input file:
```
! RIJCOSX wB97M-V def2-TZVPD def2/J DEFGRID3
* xyz -1 1
H -1.44752 0.05444 0.90835
O 1.22968 1.01237 -2.01839
C -0.89106 0.26879 -2.08376
H -0.66125 1.04452 2.23265
H -1.11145 0.55321 -3.19801
H -1.76832 0.01918 -1.48112
N 0.22809 0.44582 -1.46248
O 2.06303 -1.59285 -0.09611
H 1.93744 -0.88392 -0.68129
N 0.98053 -1.30571 0.80447
C -0.66774 0.06564 1.63215
H 1.19124 0.83553 0.42895
H -0.66836 -0.71418 2.40663
C 0.58171 -0.09564 0.84969
*
```

Values from the calculation:
LUMO level   4.24 eV
HOMO energy   -0.1055 Ha

=====

B | Entry from the OMol25 dataset: a molecular structure, C3H7N2O2 (wB97M-V/def2-TZVPD).

ORCA input file:
```
! RIJCOSX wB97M-V def2-TZVPD def2/J DEFGRID3
* xyz -1 1
H -2.18732 2.07020 -1.57767
H 2.31731 -0.44238 0.67591
C 0.24313 0.25338 -0.41401
O 1.72085 -2.36822 0.38672
H 1.68118 -1.31494 2.12740
H -0.43359 -1.28314 0.70511
C -1.26937 0.62052 -0.67468
O -2.01107 -0.31808 -0.80702
C 1.57089 -1.20853 1.02179
N 0.24064 -0.53219 0.79759
H -1.62583 1.55177 0.25708
H 0.73255 1.21633 -0.27410
H 0.51994 -0.17830 -1.38714
N -1.49931 1.93356 -0.83697
*
```

Values from the calculation:
LUMO level   3.47 eV
HOMO energy   -0.0859 Ha

=====

C | Entry from the OMol25 dataset: 2 unconnected molecules or ions with the total composition C3H7N2O2 (wB97M-V/def2-TZVPD).

ORCA input file:
```
! RIJCOSX wB97M-V def2-TZVPD def2/J DEFGRID3
* xyz -1 1
O -0.86213 -1.72652 -1.35344
H -0.15353 -0.20458 -1.83422
N 0.37912 0.69404 -1.78156
H -0.52297 -3.30395 -0.04770
H -0.32765 0.53549 2.35166
H 1.12484 1.40266 2.51666
C 0.73024 0.71967 0.62947
H 0.12110 1.25115 -2.60595
C 0.37536 1.35834 -0.52306
H 0.89797 -0.39887 0.54498
H -0.14832 2.32208 -0.55138
N 0.30657 1.22420 1.90558
C -0.83625 -2.22444 -0.17544
O -1.08435 -1.64927 0.92441
*
```

Values from the calculation:
LUMO level   4.42 eV
HOMO energy   -0.1416 Ha

=====

D | Entry from the OMol25 dataset: a gas-phase ion, C3H7N2O2 (charge -1) (wB97M-V/def2-TZVPD).

ORCA input file:
```
! RIJCOSX wB97M-V def2-TZVPD def2/J DEFGRID3
* xyz -1 1
H -0.06842 0.50162 1.85317
N -1.30198 -0.66247 -1.05447
H 1.09735 1.60237 -0.65497
H 3.02157 0.00980 -0.37681
H 1.72700 -0.96458 0.56892
O -0.40493 -1.77533 0.89960
C 1.97574 -0.04780 0.08179
O -1.16318 1.69856 0.35208
C 0.91767 0.79739 0.04213
C -0.31904 0.59196 0.73309
H -0.47199 -0.97199 -1.59474
H -2.11569 -1.31766 -1.25024
N -1.09590 -0.64675 0.53603
H -1.79820 1.18486 -0.13558
*
```

Values from the calculation:
LUMO level (alpha / beta)   4.32 / 4.32 eV
HOMO energy (alpha / beta)   -0.0841 / -0.0841 Ha

=====

Going by the energies, C is most stable and the next is 3.309 eV up.

=====

A | Entry from the OMol25 dataset: a gas-phase ion, C8H10NS2 (charge +1) (wB97M-V/def2-TZVPD).

ORCA input file:
```
! RIJCOSX wB97M-V def2-TZVPD def2/J DEFGRID3
* xyz 1 1
H 1.43771 1.88814 -1.44722
C 0.95506 0.22351 -0.16054
S -1.60986 1.39731 1.22870
H -0.03497 -1.36075 -1.24338
H -0.90750 1.95192 -2.21993
H -3.88863 0.05309 -0.71853
C 1.56472 0.40857 1.06418
S -2.66591 -0.19143 -1.34853
H 2.55367 -0.49262 2.68070
N -0.69565 1.85284 -1.16954
C 1.57978 -2.00351 1.65724
C 0.67539 1.06654 -1.33643
H 1.80994 -2.83631 2.38813
C 0.77752 -2.18923 0.48939
H -0.47525 2.78920 -0.58724
C -1.81199 1.22975 -0.57270
C 1.88905 -0.59025 1.91077
H 0.37270 -3.15162 0.33512
C 0.46154 -1.05189 -0.26150
H 0.62013 0.47661 -2.22121
H -2.60745 0.53011 1.53254
*
```

Values from the calculation:
LUMO level (alpha / beta)   -4.91 / -4.11 eV
HOMO energy (alpha / beta)   -0.4663 / -0.4390 Ha

=====

B | Entry from the OMol25 dataset: a gas-phase ion, C8H10NS2 (charge +1) (wB97M-V/def2-TZVPD).

ORCA input file:
```
! RIJCOSX wB97M-V def2-TZVPD def2/J DEFGRID3
* xyz 1 1
H 4.52863 -1.80213 -1.02946
H 3.86768 -0.11628 -0.57579
H -2.10742 -0.90214 -2.10301
H 1.89282 0.84476 1.45885
H -2.27811 0.86953 -2.25098
S -3.71703 0.41480 0.80325
C 1.37202 -0.92730 0.17485
N -0.17514 0.61057 0.93637
C -0.64711 1.75614 1.66151
C -2.80328 -0.10536 -1.75378
H 0.26661 2.28243 1.94160
C 3.69162 -1.18402 -0.58332
C -2.66975 0.05823 -0.33523
C 1.11587 0.19027 0.92589
S -0.17328 -1.34645 -0.68908
H -1.20348 2.54298 1.07661
C 2.56719 -1.72258 -0.15133
H -3.77331 -0.05754 -2.10755
H -1.15703 1.55767 2.58666
H 2.32566 -2.83455 -0.13412
C -0.92315 -0.12904 0.14806
*
```

Values from the calculation:
LUMO level   -4.45 eV
HOMO energy   -0.4689 Ha

=====

Going by the energies, B is most stable and the next is 2.998 eV up.

=====

A | Entry from the OMol25 dataset: 2 unconnected molecules or ions with the total composition C6H18N3 (wB97M-V/def2-TZVPD).

ORCA input file:
```
! RIJCOSX wB97M-V def2-TZVPD def2/J DEFGRID3
* xyz 1 1
C 0.18796 -0.20333 0.53508
H -0.55836 -1.57066 -2.45294
H -1.83830 1.07217 -0.49946
H 1.99225 0.40976 0.00190
H -0.71117 -1.93243 1.40108
C 0.70288 0.51966 -1.86392
H -0.51622 -0.45082 2.44687
H 0.67331 1.50436 -1.42497
C -0.73106 -0.91860 1.47145
N 1.47113 -0.04774 0.76631
N -0.44681 1.96081 1.43467
N 1.91498 -0.21008 2.03593
H -0.04940 2.64698 0.80491
H 0.95786 -2.10033 -1.56551
H -1.56043 0.77530 -2.25814
C -1.56650 0.29465 -1.23221
H 1.73104 0.10689 -2.00812
H 0.30549 0.41587 -2.74519
H -1.70793 -0.59451 1.06230
H -0.76005 -2.51083 -0.92092
H 0.00547 2.15027 2.34228
H -1.41086 2.08487 1.67311
H 1.88104 -1.17304 2.39757
C -0.15114 -0.29883 -0.91224
H -2.47131 -0.34933 -1.20846
C -0.13143 -1.77696 -1.43914
H 2.78755 0.19590 2.15775
*
```

Values from the calculation:
LUMO level   -3.16 eV
HOMO energy   -0.5008 Ha

=====

B | Entry from the OMol25 dataset: 2 unconnected molecules or ions with the total composition C6H18N3 (wB97M-V/def2-TZVPD).

ORCA input file:
```
! RIJCOSX wB97M-V def2-TZVPD def2/J DEFGRID3
* xyz 1 1
H 2.42291 -1.08439 0.17177
N -1.41031 -1.73061 -1.03558
H 3.39496 1.63009 0.60898
H 0.84928 1.43278 -1.05918
H -0.41434 -1.39772 1.45084
H -1.45949 -2.29261 -0.20200
H -2.31048 -1.89579 2.69925
H 1.37453 2.90992 -0.18266
H 2.36491 2.25688 -1.49626
H -1.10666 1.18521 0.30053
H 1.95370 0.91711 1.22146
H -3.15087 -1.40325 1.22592
C 2.87111 -0.24359 -0.36101
H -0.67344 0.07962 2.22089
N -1.18713 0.18420 0.22701
H -1.53697 -0.01625 -2.96216
C 1.70385 1.98939 -0.66994
H 3.93885 -0.44400 -0.24938
C -1.39077 -0.40966 -0.93794
N -1.62350 0.33177 -2.02176
C -1.11466 -0.56732 1.47052
C 2.49702 1.10889 0.29305
H -2.97392 -0.33019 2.58139
H -1.50724 -2.22705 -1.90365
H -1.70225 1.33383 -1.96624
C -2.45805 -1.08526 2.00159
H 2.64898 -0.23201 -1.42547
*
```

Values from the calculation:
LUMO level   -2.90 eV
HOMO energy   -0.5231 Ha

=====

Going by the energies, B is most stable and the next is 2.838 eV up.

=====

A | Entry from the OMol25 dataset: 9 unconnected molecules or ions with the total composition BrH16O8 (wB97M-V/def2-TZVPD).

ORCA input file:
```
! RIJCOSX wB97M-V def2-TZVPD def2/J DEFGRID3
* xyz -1 1
O -3.30100 1.64076 0.13530
Br -0.23935 0.45197 0.76497
H 1.34814 -2.27979 3.28261
H 3.57101 0.06616 1.36369
O -2.87384 -1.38219 1.04124
H 2.09090 -1.57338 -2.15586
H -2.09271 -0.81521 1.09386
H -3.88756 1.76709 0.84071
O 3.03735 0.54717 0.71311
H 1.15319 2.29149 -0.58922
H 0.98087 -0.82135 3.02592
H -1.79592 -1.84705 -1.25944
H -0.48709 -1.70384 -0.77215
H 1.51481 -1.13230 -0.88901
H 2.16140 0.29403 1.02916
O 1.90655 -0.70418 -1.66640
H -3.10278 -1.65354 1.96593
H -0.35122 1.20020 -1.60688
O 1.86457 2.16558 -1.26384
O -1.03541 -2.40473 -1.14782
H 1.59281 2.74366 -1.96497
O -0.93784 1.38148 -2.31561
H -0.41548 1.58463 -3.11737
H -2.41258 1.57928 0.42086
O 1.71115 -1.39595 3.07120
*
```

Values from the calculation:
LUMO level   3.10 eV
HOMO energy   -0.2164 Ha

=====

B | Entry from the OMol25 dataset: 9 unconnected molecules or ions with the total composition BrH16O8 (wB97M-V/def2-TZVPD).

ORCA input file:
```
! RIJCOSX wB97M-V def2-TZVPD def2/J DEFGRID3
* xyz -1 1
H -9.12073 9.18958 20.48252
Br -9.45670 7.07022 18.35082
O -6.28068 6.68690 16.95638
O -11.94506 9.95977 17.86074
O -7.79196 10.10085 18.22474
O -9.47706 9.77692 21.16253
H -11.07854 7.28850 16.63726
O -11.74119 7.30685 15.91348
O -12.41913 5.33038 18.89299
H -8.56899 10.48013 17.80047
H -8.07798 9.19571 18.43227
H -8.65724 4.93333 21.25266
H -6.08351 5.81131 16.61135
O -7.99747 5.62703 21.15855
H -8.35166 6.17028 20.43416
H -9.76866 5.04129 16.30526
H -13.11461 5.99372 18.85272
H -12.42198 9.94023 17.02531
H -11.39896 7.96911 15.30427
H -11.61214 5.82839 18.66995
H -11.47491 9.11406 17.87048
O -9.60121 4.09200 16.20804
H -8.93545 4.03880 15.51604
H -9.43565 10.64242 20.74404
H -7.18148 6.60590 17.31136
*
```

Values from the calculation:
LUMO level   2.93 eV
HOMO energy   -0.2413 Ha

=====

Going by the energies, B is most stable and the next is 1.336 eV up.

=====

A | Entry from the OMol25 dataset: C2H6N4 in the gas phase (wB97M-V/def2-TZVPD).

ORCA input file:
```
! RIJCOSX wB97M-V def2-TZVPD def2/J DEFGRID3
* xyz 0 1
H 1.48717 -1.01985 0.75438
H 1.23553 -0.01827 -1.35925
H 0.24713 1.87717 0.12565
C -1.57626 0.01144 0.05564
H -0.21756 0.50462 -2.03049
N 0.53612 1.12534 0.73266
H 0.24392 -2.17986 0.37315
C -0.10682 -0.02746 0.06236
N 0.42906 -1.19734 0.81321
N -2.73257 -0.04021 0.09594
N 0.27291 -0.10556 -1.33165
H 0.18137 1.06997 1.70839
*
```

Values from the calculation:
LUMO level   0.79 eV
HOMO energy   -0.3687 Ha

=====

B | Entry from the OMol25 dataset: C2H6N4 in the gas phase (wB97M-V/def2-TZVPD).

ORCA input file:
```
! RIJCOSX wB97M-V def2-TZVPD def2/J DEFGRID3
* xyz 0 1
H -0.77276 -0.36876 -1.64943
H -0.29816 1.46947 1.90120
C -1.30155 -0.35758 -0.69332
N 1.15436 -0.96098 1.00970
N 1.83248 0.33081 -0.73782
N 1.05786 0.02365 0.21028
H -2.26780 0.13747 -0.79650
H -1.45032 -1.39423 -0.37783
N -0.93977 1.12189 1.19569
H 2.04298 -1.45198 0.85694
H 1.44645 1.11395 -1.26650
C -0.50376 0.33628 0.34758
*
```

Values from the calculation:
LUMO level   0.81 eV
HOMO energy   -0.3376 Ha

=====

Going by the energies, A is most stable and the next is 2.368 eV up.

=====

A | Entry from the OMol25 dataset: 3 unconnected molecules or ions with the total composition C2H6N4 (wB97M-V/def2-TZVPD).

ORCA input file:
```
! RIJCOSX wB97M-V def2-TZVPD def2/J DEFGRID3
* xyz 0 1
N 0.85379 0.47131 -0.89817
H 1.52475 -1.62442 -0.39894
H 0.65480 1.34718 -1.38004
H -3.09692 2.23610 -0.00701
H 1.12527 0.13755 1.31924
H 1.47929 0.60392 0.62746
N -0.29738 -0.01446 -0.39274
N 0.68182 -1.96042 0.06023
N -0.13950 -0.96209 0.51756
C -1.34987 0.81660 -0.15917
C -2.27476 1.57599 -0.08922
H 0.83869 -2.62726 0.80082
*
```

Values from the calculation:
LUMO level (alpha / beta)   0.01 / 0.01 eV
HOMO energy (alpha / beta)   -0.3067 / -0.3067 Ha

=====

B | Entry from the OMol25 dataset: C2H6N4 in the gas phase (wB97M-V/def2-TZVPD).

ORCA input file:
```
! RIJCOSX wB97M-V def2-TZVPD def2/J DEFGRID3
* xyz 0 1
H 1.87442 -1.40414 -0.34119
H 1.11522 -1.66896 1.07380
N -2.05366 -0.40573 -0.51132
N 0.40522 -0.31769 -0.32980
H -1.14016 1.25155 0.01634
N 1.51229 -0.98205 0.35272
H 0.72102 2.86166 0.30474
H -0.42846 -1.94226 -0.37754
C -0.89297 -0.96317 -0.23473
N 0.89014 1.89650 0.38235
C 0.04966 1.06415 0.04928
H -2.05271 0.61013 -0.38464
*
```

Values from the calculation:
LUMO level   0.65 eV
HOMO energy   -0.3381 Ha

=====

Going by the energies, B is most stable and the next is 2.910 eV up.